Entry 1:
The following is a quantum chemistry calculation of 2 unconnected molecules or ions with the total composition C5H10O2 at a distorted geometry, from OMol25.

```
17
Properties=species:S:1:pos:R:3:mulliken_charge:R:1
C 2.10 -0.30 0.75 -1.264
C 1.48 0.66 -0.22 0.341
C 0.13 1.13 0.04 -0.546
O 0.45 0.15 -1.03 -0.540
H 2.54 0.29 1.56 0.338
H 1.35 -0.98 1.17 0.306
H 2.87 -0.89 0.27 0.308
H 2.13 1.32 -0.77 0.406
H -0.36 0.82 0.97 0.274
H -0.26 2.06 -0.36 0.337
C -2.24 0.09 -0.63 -0.774
C -1.91 -1.02 0.04 -0.096
O -0.86 -1.84 -0.20 -0.541
H -1.71 0.41 -1.53 0.341
H -3.01 0.74 -0.25 0.266
H -2.48 -1.34 0.91 0.365
H -0.22 -1.30 -0.72 0.480
```

Output
M = 102.13 g/mol
SMILES = C[C@@H]1CO1.C=CO
frontier orbital gap = 9.47 eV
ΔE to the lowest compared entry with this formula, charge and spin = 78.8 kcal per mole


Entry 2:
The following is a quantum chemistry calculation of 10 unconnected molecules or ions with the total composition C32H90N6O14 at a distorted geometry, from OMol25.

```
142
Properties=species:S:1:pos:R:3:mulliken_charge:R:1
C -1.92 -2.13 -5.69 -0.789
O -1.89 -3.29 -4.82 -0.394
C -0.80 -3.07 -3.95 -0.848
C -1.11 -3.80 -2.68 0.937
C -1.23 -5.33 -3.01 -1.517
N -2.25 -3.27 -1.93 -0.236
H -0.92 -1.88 -6.10 0.307
H -2.28 -1.21 -5.20 0.258
H -2.59 -2.21 -6.48 0.353
H 0.16 -3.39 -4.35 0.398
H -0.74 -2.01 -3.79 0.515
H -0.27 -3.65 -1.97 -0.421
H -0.34 -5.69 -3.57 0.367
H -2.08 -5.50 -3.67 0.374
H -1.28 -6.04 -2.19 0.379
H -2.05 -2.34 -1.60 -0.081
H -3.06 -3.17 -2.49 0.280
C -3.46 0.97 4.09 -1.025
O -3.27 -0.43 4.10 -0.208
C -4.50 -1.09 4.43 -1.252
C -4.30 -2.55 4.32 2.158
C -5.68 -3.14 4.72 -1.488
N -3.15 -3.09 5.09 -0.659
H -3.73 1.31 5.09 0.340
H -4.18 1.32 3.33 0.339
H -2.57 1.46 3.84 0.312
H -4.77 -0.79 5.46 0.515
H -5.30 -0.81 3.75 0.414
H -4.15 -2.75 3.28 -1.296
H -5.49 -4.22 4.95 0.388
H -6.31 -3.15 3.83 0.342
H -6.09 -2.59 5.53 0.460
H -3.29 -2.89 6.04 0.274
H -2.24 -2.73 4.77 0.154
C 1.50 2.72 -2.48 -0.257
O 0.75 3.92 -2.58 -0.559
C -0.14 3.99 -1.47 0.025
C -0.80 5.37 -1.46 0.256
C -1.87 5.54 -0.40 -1.401
N -1.56 5.49 -2.75 -0.629
H 1.71 2.40 -3.48 0.259
H 0.94 1.96 -1.90 0.115
H 2.38 2.91 -1.86 0.074
H -0.83 3.13 -1.54 0.145
H 0.40 3.88 -0.49 0.119
H -0.05 6.12 -1.36 0.473
H -2.09 6.58 -0.32 0.424
H -1.44 5.33 0.61 0.295
H -2.78 5.06 -0.61 0.290
H -1.02 5.04 -3.51 0.208
H -1.56 6.40 -3.08 0.190
C 5.78 2.00 -3.24 -0.715
O 5.18 0.80 -2.87 -0.344
C 4.12 0.32 -3.72 -0.180
C 3.99 -1.17 -3.39 0.564
C 3.04 -1.87 -4.36 -1.346
N 3.53 -1.33 -2.00 -0.198
H 4.96 2.79 -3.45 0.221
H 6.32 1.94 -4.20 0.326
H 6.41 2.38 -2.39 0.243
H 3.31 0.92 -3.38 -0.373
H 4.39 0.56 -4.77 0.526
H 5.06 -1.56 -3.57 0.121
H 1.94 -1.66 -4.16 0.051
H 3.23 -2.94 -4.46 0.435
H 3.21 -1.50 -5.34 0.528
H 4.13 -0.89 -1.31 0.170
H 3.54 -2.29 -1.79 0.039
C 3.44 2.27 1.20 -0.199
O 3.12 3.45 0.42 -0.169
C 4.18 4.39 0.46 -0.785
C 3.50 5.73 0.28 1.061
C 4.51 6.85 0.01 -1.593
N 2.62 6.11 1.41 -0.681
H 2.54 1.67 1.30 -0.355
H 3.77 2.60 2.20 0.378
H 4.22 1.74 0.58 0.304
H 4.84 4.36 1.37 0.458
H 4.85 4.18 -0.40 0.080
H 2.76 5.62 -0.55 -0.118
H 5.05 6.55 -0.90 0.348
H 5.17 6.99 0.83 0.376
H 4.16 7.83 -0.36 0.380
H 3.17 6.34 2.21 0.259
H 2.01 5.40 1.70 0.267
C 2.32 -4.90 -0.53 -0.970
O 3.37 -4.31 0.24 -0.389
C 2.80 -4.11 1.59 -0.094
C 3.73 -3.34 2.49 0.591
C 5.12 -4.01 2.65 -1.678
N 3.23 -2.99 3.83 -0.555
H 2.63 -5.32 -1.46 0.401
H 1.40 -4.32 -0.61 0.285
H 2.03 -5.80 -0.03 0.532
H 1.97 -3.47 1.58 -0.068
H 2.41 -5.09 1.97 0.214
H 3.88 -2.39 1.97 0.134
H 5.74 -3.41 3.26 0.459
H 5.52 -4.08 1.68 0.384
H 4.93 -4.98 3.11 0.390
H 2.26 -2.77 3.83 0.192
H 3.48 -3.73 4.50 0.271
O -5.98 2.10 -3.26 -0.568
C -5.43 2.25 -1.94 -0.563
C -4.05 2.92 -2.06 0.376
O -4.19 4.21 -2.64 -0.613
H -5.89 2.94 -3.71 0.345
H -6.05 2.82 -1.23 0.321
H -5.33 1.25 -1.61 0.181
H -3.47 2.28 -2.70 0.144
H -3.64 2.93 -1.03 0.075
H -3.32 4.66 -2.63 0.375
O -0.63 -1.00 3.93 -0.229
C 0.05 -0.18 4.90 -0.638
C 1.00 0.72 4.23 -0.148
O 0.38 1.68 3.35 -0.563
H -1.63 -0.90 3.92 0.379
H -0.63 0.46 5.44 0.254
H 0.59 -0.81 5.62 0.364
H 1.81 0.14 3.66 0.061
H 1.49 1.34 5.04 0.358
H -0.21 1.24 2.69 0.316
O -2.77 -4.43 0.63 -0.579
C -4.17 -3.99 0.85 -0.296
C -4.23 -2.48 0.62 -0.755
O -3.14 -1.76 1.20 0.025
H -2.59 -4.16 -0.29 0.395
H -4.89 -4.52 0.20 0.346
H -4.39 -4.28 1.89 0.288
H -5.16 -2.06 1.07 0.451
H -4.27 -2.24 -0.49 0.118
H -2.28 -2.11 0.96 0.051
O -1.77 0.78 1.25 -0.363
C -1.07 0.46 0.07 0.499
C 0.17 -0.42 0.36 0.617
O -0.30 -1.62 1.01 -0.648
H -2.22 -0.04 1.55 0.262
H -1.66 0.11 -0.73 0.634
H -0.65 1.40 -0.34 -0.957
H 0.75 0.21 0.98 -0.741
H 0.79 -0.65 -0.56 0.464
H -0.25 -1.51 1.95 0.110
```

Output
M = 783.10 g/mol
SMILES = COC[C@H](C)N.COC[C@H](C)N.COC[C@H](C)N.COC[C@H](C)N.COC[C@H](C)N.COC[C@H](C)N.OCCO.OCCO.OCCO.OCCO
frontier orbital gap = 9.67 eV
ΔE to the lowest compared entry with this formula, charge and spin = 16.3 kcal per mole


Entry 3:
The following is a quantum chemistry calculation of 10 unconnected molecules or ions with the total composition C35H56N4O17 at a distorted geometry, from OMol25.

```
112
Properties=species:S:1:pos:R:3:mulliken_charge:R:1
C -1.84 -1.52 -5.01 -0.894
C -1.40 -2.57 -5.97 -0.397
O -2.43 -3.51 -6.30 -0.385
C -3.26 -3.21 -7.31 0.763
C -4.31 -4.26 -7.52 -1.075
O -3.26 -2.16 -7.87 -0.539
H -1.80 -1.90 -3.99 0.213
H -2.86 -1.20 -5.20 0.357
H -1.24 -0.61 -5.04 0.416
H -1.02 -2.16 -6.91 0.343
H -0.54 -3.15 -5.63 0.278
H -3.98 -4.99 -8.27 0.270
H -5.23 -3.80 -7.85 0.330
H -4.50 -4.90 -6.66 0.306
O 7.99 1.16 3.99 -0.501
C 7.16 0.90 3.20 0.535
O 7.37 0.84 1.86 -0.372
C 6.18 0.48 1.20 -0.011
C 5.13 0.46 2.32 0.270
O 5.89 0.56 3.51 -0.385
H 5.87 1.16 0.40 0.111
H 6.30 -0.49 0.71 0.224
H 4.59 -0.49 2.32 -0.013
H 4.38 1.25 2.24 0.108
O -2.16 -4.05 5.77 -0.466
C -2.05 -3.70 4.68 0.449
O -1.61 -4.43 3.65 -0.383
C -1.67 -3.70 2.42 -0.233
C -2.13 -2.29 2.87 -0.143
O -2.33 -2.44 4.27 -0.344
H -0.71 -3.77 1.91 0.214
H -2.39 -4.23 1.80 0.325
H -2.98 -1.93 2.30 0.485
H -1.29 -1.58 2.77 0.135
O -3.47 3.94 5.26 -0.490
C -3.24 2.88 4.83 0.500
O -3.72 1.71 5.31 -0.373
C -3.56 0.69 4.31 -0.207
C -2.42 1.24 3.44 0.202
O -2.46 2.66 3.73 -0.269
H -3.40 -0.29 4.76 0.190
H -4.49 0.60 3.74 0.266
H -2.62 1.12 2.38 -0.034
H -1.45 0.86 3.78 0.222
O -7.30 3.38 -2.22 -0.481
C -6.31 2.80 -2.38 0.558
O -6.08 1.89 -3.35 -0.353
C -4.72 1.51 -3.35 -0.159
C -4.22 2.02 -1.98 0.146
O -5.18 3.01 -1.65 -0.323
H -4.65 0.43 -3.42 0.218
H -4.12 1.92 -4.16 0.216
H -3.24 2.47 -2.13 0.075
H -4.09 1.27 -1.19 0.096
O 2.23 -0.18 1.17 -0.309
C 1.19 -0.38 0.68 0.401
O 0.48 -1.52 0.80 -0.316
C -0.61 -1.50 -0.16 -0.096
C -0.71 -0.01 -0.51 0.173
O 0.58 0.50 -0.15 -0.289
H -0.27 -2.03 -1.05 -0.069
H -1.52 -1.91 0.26 0.323
H -1.52 0.54 -0.01 -0.217
H -0.89 0.10 -1.57 0.352
C 1.95 -3.54 -2.58 -1.171
C 2.78 -2.26 -2.49 0.353
C 3.51 -1.90 -3.77 -0.668
C 2.60 -1.50 -4.87 0.244
N 1.97 -1.24 -5.76 -0.443
H 2.47 -4.27 -3.22 0.414
H 1.03 -3.29 -3.13 0.160
H 1.72 -4.00 -1.63 0.285
H 3.54 -2.25 -1.71 0.310
H 2.16 -1.40 -2.20 -0.147
H 4.10 -2.71 -4.23 0.395
H 4.19 -1.06 -3.62 0.307
C 2.57 -2.37 4.17 -0.962
C 1.29 -3.07 4.58 0.330
C 1.44 -3.89 5.86 -0.631
C 2.52 -4.87 5.81 0.185
N 3.38 -5.62 5.79 -0.443
H 3.42 -3.06 4.17 0.437
H 2.79 -1.59 4.91 0.364
H 2.45 -1.89 3.21 -0.115
H 0.98 -3.72 3.75 0.084
H 0.49 -2.33 4.69 0.087
H 0.52 -4.40 6.15 0.277
H 1.67 -3.18 6.65 0.346
C -1.06 3.90 -0.18 -0.358
C -1.18 4.67 1.13 -0.494
C -1.47 6.17 0.97 -0.533
C -2.64 6.32 0.10 0.217
N -3.57 6.45 -0.57 -0.441
H -2.00 4.00 -0.73 0.195
H -0.87 2.85 0.06 -0.290
H -0.27 4.21 -0.87 0.288
H -0.29 4.52 1.75 0.439
H -1.98 4.20 1.71 0.313
H -0.60 6.62 0.48 0.222
H -1.64 6.68 1.91 0.411
C 2.97 5.23 0.10 -1.026
C 3.47 4.22 -0.91 -0.611
C 3.25 2.77 -0.42 0.929
C 3.83 1.80 -1.34 0.173
N 4.29 1.04 -2.10 -0.554
H 3.48 5.01 1.04 0.335
H 1.90 5.17 0.29 -0.011
H 3.19 6.24 -0.21 0.407
H 4.55 4.34 -0.92 0.416
H 3.11 4.31 -1.93 0.420
H 2.19 2.60 -0.24 -0.265
H 3.76 2.63 0.53 -0.127
```

Output
M = 804.84 g/mol
SMILES = CCOC(C)=O.O=C1OCCO1.O=C1OCCO1.O=C1OCCO1.O=C1OCCO1.O=C1OCCO1.CCCC#N.CCCC#N.CCCC#N.CCCC#N
frontier orbital gap = 9.86 eV


Entry 4:
The following is a quantum chemistry calculation of 8 unconnected molecules or ions with the total composition C28H34ClN7O4S at a distorted geometry, from OMol25.

```
75
Properties=species:S:1:pos:R:3:mulliken_charge:R:1
O 4.45 1.17 1.91 -0.574
C 3.29 1.42 2.15 -0.029
C 2.58 0.90 3.44 -0.126
C 1.69 1.68 4.12 -0.600
C 1.39 3.10 3.52 0.262
O 1.21 4.08 4.21 -0.570
C 1.40 3.15 1.95 1.063
C 0.45 4.00 1.23 0.122
C -0.62 4.86 1.99 -0.928
C -1.62 3.93 2.78 -0.207
C -2.88 3.47 1.91 -0.806
C -2.51 2.25 0.99 -0.453
S -2.78 0.63 1.80 0.988
O -2.01 0.47 3.03 -0.502
O -4.18 0.30 1.99 -0.534
Cl -1.99 -0.76 0.44 -0.224
C 0.52 3.98 -0.25 -0.673
C 1.50 3.15 -0.96 -0.611
C 2.45 2.30 -0.22 -0.763
C 2.38 2.30 1.23 0.510
H 2.75 -0.11 3.87 0.501
H 1.15 1.33 5.03 0.325
H -0.10 5.61 2.65 0.366
H -1.24 5.45 1.25 0.392
H -1.15 2.97 3.14 0.110
H -1.93 4.48 3.71 0.316
H -3.29 4.35 1.36 0.416
H -3.63 3.10 2.67 0.308
H -3.20 2.27 0.10 0.402
H -1.46 2.25 0.60 0.232
H -0.16 4.59 -0.89 0.339
H 1.55 3.13 -2.08 0.358
H 3.19 1.64 -0.72 0.448
C -1.55 -3.87 -2.47 -0.878
C -0.62 -3.03 -3.21 0.495
N 0.11 -2.37 -3.80 -0.491
H -1.23 -4.02 -1.43 0.308
H -2.55 -3.43 -2.43 0.251
H -1.65 -4.86 -2.91 0.298
C -3.71 -5.48 -6.05 0.180
C -3.61 -5.68 -4.61 0.534
N -3.54 -5.83 -3.48 -0.562
H -3.54 -6.41 -6.60 0.290
H -4.69 -5.11 -6.34 -0.206
H -2.97 -4.76 -6.41 -0.181
C 5.20 4.70 3.72 -0.460
C 5.58 5.46 2.53 0.360
N 5.88 6.05 1.60 -0.413
H 4.14 4.82 3.95 0.068
H 5.38 3.63 3.59 0.113
H 5.76 5.02 4.60 0.344
C -8.16 -4.84 -5.41 -0.823
C -7.30 -4.61 -6.56 0.379
N -6.61 -4.43 -7.47 -0.434
H -9.21 -4.88 -5.70 0.313
H -7.93 -5.78 -4.91 0.274
H -8.06 -4.05 -4.67 0.265
C -0.88 -1.85 -7.09 -0.801
C -1.04 -3.30 -7.10 0.461
N -1.17 -4.45 -7.11 -0.498
H -0.37 -1.52 -6.19 0.259
H -0.29 -1.51 -7.95 0.300
H -1.85 -1.34 -7.13 0.277
C 6.27 -1.21 1.47 -0.321
C 6.13 -2.66 1.48 0.278
N 6.02 -3.80 1.50 -0.379
H 6.79 -0.84 2.35 0.250
H 6.83 -0.87 0.59 0.308
H 5.30 -0.71 1.44 -0.084
C 2.35 -1.88 6.96 -0.935
C 3.27 -1.04 6.20 0.519
N 4.00 -0.37 5.61 -0.401
H 2.69 -2.03 7.98 0.328
H 1.35 -1.44 7.01 0.273
H 2.24 -2.86 6.50 0.287
```

Output
M = 600.15 g/mol
SMILES = O=C1C=CC(=O)c2c(CCCCS(=O)(=O)Cl)cccc21.CC#N.CC#N.CC#N.CC#N.CC#N.CC#N.CC#N
frontier orbital gap = 8.66 eV


Entry 5:
The following is a quantum chemistry calculation of a molecular structure, C17H29BIrNO4P2 at a distorted geometry, from OMol25.

```
55
Properties=species:S:1:pos:R:3:mulliken_charge:R:1
C -0.76 1.30 -4.47 -1.018
C -1.00 0.99 -3.10 0.596
N -0.10 1.48 -2.16 -0.390
C 0.83 2.37 -2.49 0.948
C 0.86 2.91 -3.76 -0.669
C 0.12 2.32 -4.77 -0.550
C -2.09 0.23 -2.67 -0.883
P -2.15 -0.22 -0.90 0.632
Ir -0.13 0.85 -0.20 0.280
P 1.97 1.67 -0.08 0.693
C 1.72 2.87 -1.42 -1.498
O -0.41 -3.92 -4.29 -0.631
O 0.99 -4.84 -0.31 -0.652
H -1.37 0.80 -5.24 0.387
H 1.56 3.72 -3.94 0.405
H 0.19 2.72 -5.78 0.376
C -3.49 0.85 -0.36 -1.330
C -2.55 -1.93 -0.43 -0.957
H 2.69 3.18 -1.79 0.472
H 1.25 3.74 -0.95 0.366
H -1.19 -3.43 -4.59 0.309
H -2.95 0.11 -3.36 0.427
C 2.20 2.53 1.51 -1.263
C 3.52 0.77 -0.45 -1.271
H 0.64 -0.56 -0.48 0.052
H 0.36 -4.07 -0.07 0.319
H 1.42 -4.33 -1.06 0.320
H 0.44 -3.46 -4.47 0.317
H -1.23 0.71 0.99 -0.152
H 1.28 -0.26 0.09 -0.232
H -4.37 0.49 -0.89 0.433
H -3.67 0.88 0.71 0.358
H -3.24 1.85 -0.71 0.373
H -3.42 -2.34 -0.97 0.469
H -1.69 -2.59 -0.57 0.120
H -2.78 -1.96 0.64 0.320
H 4.33 1.52 -0.47 0.415
H 3.71 0.02 0.34 0.386
H 3.44 0.28 -1.43 0.360
H 3.09 3.18 1.41 0.455
H 1.29 3.12 1.70 0.357
H 2.32 1.78 2.30 0.281
O -0.52 -1.42 2.15 -0.343
B -0.17 -0.06 1.72 0.855
O 0.40 0.58 2.92 -0.364
C 0.27 -0.30 3.95 0.565
C 0.33 -0.05 5.31 -0.897
C -0.01 -1.08 6.18 -0.513
C -0.39 -2.33 5.70 -0.508
C -0.53 -2.55 4.34 -0.911
C -0.23 -1.51 3.47 0.695
H 0.61 0.92 5.67 0.486
H 0.03 -0.92 7.24 0.381
H -0.59 -3.15 6.39 0.371
H -0.83 -3.50 3.91 0.452
```

Output
M = 576.40 g/mol
spin multiplicity = 5
frontier orbital gap (alpha / beta) = 4.41 / 6.95 eV
ΔE to the lowest compared entry with this formula, charge and spin = 16.4 kcal per mole


Entry 6:
The following is a quantum chemistry calculation of a molecular structure, C24H37F15InO3S, from OMol25.

```
81
Properties=species:S:1:pos:R:3:mulliken_charge:R:1
C -1.98 -3.35 5.53 -1.114
C -2.88 -3.46 4.29 -0.587
C -2.17 -3.29 2.92 -0.013
C -0.75 -2.72 2.90 -0.844
C -0.56 -1.23 3.27 -0.918
C -1.81 -0.35 3.18 -0.847
C -2.30 -0.15 1.73 0.016
C -3.81 -0.11 1.58 -0.636
C -4.38 -0.32 0.17 -0.764
C -4.21 0.79 -0.89 -1.267
C -2.89 0.86 -1.70 0.168
C -2.41 -0.49 -2.26 0.196
C -1.87 -0.47 -3.69 -1.400
C -0.78 0.58 -4.07 0.442
C 0.62 -0.05 -4.17 -1.666
In 1.48 -0.43 -2.18 1.387
C 1.43 1.44 -1.02 -0.789
C 2.13 2.58 -1.75 -0.406
C 2.36 3.83 -0.95 0.657
F 2.95 3.55 0.25 -0.318
F 3.20 4.70 -1.60 -0.353
C 1.15 4.73 -0.50 0.445
F 0.38 4.04 0.32 -0.208
F 1.63 5.78 0.16 -0.291
S -0.02 5.42 -1.85 1.373
F 0.60 6.88 -1.78 -0.331
F -1.08 5.81 -0.73 -0.337
F -0.66 3.97 -2.00 -0.292
F 0.99 5.08 -3.03 -0.314
F -1.05 5.95 -2.93 -0.327
C 3.75 -0.60 -2.46 -0.534
O 4.43 0.28 -2.92 -0.566
C 4.59 -1.88 -2.09 0.948
F 5.46 -2.18 -3.09 -0.338
F 3.76 -2.95 -1.93 -0.298
C 5.42 -1.78 -0.79 0.525
F 6.43 -2.69 -0.80 -0.325
F 5.99 -0.55 -0.69 -0.302
C 4.62 -2.01 0.52 0.875
F 4.42 -3.33 0.74 -0.302
F 3.42 -1.42 0.40 -0.090
C 5.34 -1.42 1.75 0.036
O 4.99 -0.45 2.34 -0.509
O 6.41 -2.18 2.04 -0.417
H -1.34 -2.47 5.48 0.202
H -1.33 -4.23 5.62 0.298
H -2.58 -3.28 6.44 0.393
H -3.69 -2.73 4.38 0.265
H -3.37 -4.44 4.31 0.403
H -2.14 -4.27 2.42 0.518
H -2.80 -2.66 2.27 -0.302
H -0.13 -3.33 3.58 0.481
H -0.34 -2.89 1.90 0.417
H 0.17 -0.81 2.58 0.332
H -0.12 -1.14 4.26 0.377
H -1.59 0.62 3.64 0.552
H -2.63 -0.79 3.77 0.244
H -1.87 0.78 1.35 0.379
H -1.89 -0.95 1.10 0.024
H -4.19 0.85 1.97 0.350
H -4.24 -0.89 2.23 0.265
H -3.98 -1.27 -0.22 0.212
H -5.46 -0.49 0.28 0.409
H -4.36 1.76 -0.38 0.373
H -5.03 0.70 -1.61 0.379
H -3.05 1.56 -2.53 0.660
H -2.11 1.31 -1.08 -0.360
H -3.26 -1.19 -2.23 0.398
H -1.64 -0.92 -1.61 -0.146
H -1.42 -1.46 -3.87 0.405
H -2.72 -0.39 -4.38 0.346
H -1.07 1.07 -5.01 0.374
H -0.77 1.38 -3.32 -0.348
H 1.31 0.61 -4.69 0.370
H 0.55 -0.97 -4.77 0.570
H 0.87 -1.82 -1.29 -0.472
H 0.39 1.71 -0.80 -0.061
H 1.93 1.25 -0.07 0.514
H 1.57 2.85 -2.65 0.182
H 3.14 2.30 -2.09 0.269
H 6.86 -1.76 2.80 0.366
```

Output
M = 805.41 g/mol
charge = -1
frontier orbital gap = 7.44 eV
ΔE to the lowest compared entry with this formula, charge and spin = 0.0 kcal per mole